# 1
Here is an isolated ion of composition C10H9N2O and charge +1 from OMol25. Energies are from ωB97M-V/def2-TZVPD.

Geometry as XYZ:
```
22
C10H9N2O ωB97M-V/def2-TZVPD
H 1.955 0.823 -3.692
O -1.474 -0.388 -2.306
H 2.773 0.468 -1.909
C -0.049 0.018 1.462
C 0.175 0.553 -0.851
H 1.067 0.208 3.340
C -0.986 -0.221 -1.230
C 0.178 -0.045 2.826
N -1.759 -1.236 2.281
H 1.211 2.301 -1.599
N -1.613 -0.878 -0.083
C -1.216 -1.484 4.426
C 0.697 0.613 0.397
H 1.663 1.221 0.531
C -0.856 -0.830 3.323
H -2.460 -1.895 2.466
H 0.150 1.476 -2.889
C 0.808 1.337 -2.006
H -2.542 -1.201 -0.314
C 1.919 0.470 -2.655
C -1.260 -0.715 1.149
H 1.620 -0.595 -2.666
```

Calculated values
2S+1   1
Net charge   +1
Orbital gap   7.4 eV
ΔE to the lowest compared entry with this formula, charge and spin   4.272 eV

# 2
Here is C10H18BF4O7P2RuSi as an isolated structure from OMol25. Energies are from ωB97M-V/def2-TZVPD.

Geometry as XYZ:
```
44
C10H18BF4O7P2RuSi ωB97M-V/def2-TZVPD
H -0.681 -4.809 1.537
O 2.308 3.401 3.299
H 2.430 -1.991 -1.589
H -0.393 3.489 2.665
O 2.873 4.126 0.253
H -1.264 -3.964 -2.038
O 4.200 2.448 1.532
P 1.182 1.002 2.745
C 1.766 -2.679 0.354
F 0.532 -0.595 -2.333
H 2.412 4.252 -0.586
H -2.045 -3.914 0.865
C 3.517 -2.773 2.038
H 4.752 -1.550 -0.869
H 1.497 -3.359 2.386
O 0.741 1.220 4.253
Ru 1.474 -0.156 0.371
O 2.430 1.669 -0.134
H -1.034 -3.173 2.103
C 1.586 2.743 2.257
H -0.147 3.050 0.979
F -0.789 0.812 -1.137
O 0.028 0.495 1.878
O 2.401 0.142 2.566
C 2.201 -2.973 1.658
F -0.647 -1.550 -0.389
H 1.809 3.349 4.124
Si 0.003 -3.093 -0.138
H 5.457 -2.086 1.435
H 3.826 -3.005 3.048
C -1.018 -3.820 1.224
H 0.582 4.545 1.637
H 0.184 -4.940 -1.765
C 4.432 -2.255 1.134
C 2.720 -2.172 -0.559
C 0.330 3.507 1.847
H 4.298 2.834 2.418
H 0.311 -3.387 -2.582
P 2.800 2.696 0.896
C 4.036 -1.946 -0.161
B -0.696 -0.290 -1.878
F -1.749 -0.816 -2.471
C -0.204 -3.920 -1.781
H -0.123 0.859 4.490
```

Calculated values
2S+1   5
Net charge   +1
Orbital gap (spin up / spin down)   9.9 / 8.4 eV
ΔE to the lowest compared entry with this formula, charge and spin   0.000 eV

# 3
Here is an isolated molecule of C18H22N4O4S2 from OMol25. Energies are from ωB97M-V/def2-TZVPD.

Geometry as XYZ:
```
50
C18H22N4O4S2 ωB97M-V/def2-TZVPD
O 3.494 -3.736 0.264
H 1.743 2.591 2.503
H 1.379 3.962 -1.840
H -0.951 -5.998 -0.396
S 3.326 -0.163 0.030
C -0.454 0.420 -0.044
H 2.727 3.192 -2.675
N 0.662 -0.286 -0.407
C 3.159 -1.688 -0.952
H 4.157 -1.878 -1.343
C -1.349 -5.047 -0.109
C -2.697 1.049 0.249
H 1.277 -4.835 0.841
H 1.389 4.168 0.592
N -4.617 1.330 -1.597
N 1.303 1.460 0.839
H -2.123 -0.676 -0.878
N 1.397 -2.888 0.136
H -3.484 -5.117 -0.754
O -1.512 -2.989 0.719
H 3.861 2.785 -0.492
C 2.362 3.701 0.758
H 1.691 2.242 -1.621
H 0.843 -2.080 -0.153
H 3.138 1.892 1.652
H 3.587 4.496 -0.811
H -5.246 2.115 -1.620
C -1.793 0.170 -0.302
C -0.997 2.413 1.275
H -3.501 -2.600 0.292
C -0.065 1.534 0.743
H 0.772 -3.590 2.009
S -4.425 0.740 -0.029
C 1.671 0.348 0.138
H -3.112 2.771 1.412
C -0.680 -4.038 0.516
H 2.456 -1.477 -1.756
H -4.909 0.607 -2.234
C 3.089 3.552 -0.583
C 2.162 3.213 -1.746
C 2.713 -2.886 -0.108
C -2.328 2.148 1.015
H 2.941 4.358 1.409
C 2.172 2.384 1.517
C -2.716 -3.328 0.225
C 0.738 -3.892 0.952
O -4.655 -0.677 -0.067
H -0.701 3.257 1.878
O -5.214 1.553 0.850
C -2.676 -4.584 -0.296
```

Calculated values
2S+1   1
Net charge   0
SMILES string   CCCCn1c(SCC(=O)NCc2ccco2)nc2cc(S(N)(=O)=O)ccc21
Orbital gap   8.9 eV
ΔE to the lowest compared entry with this formula, charge and spin   0.691 eV

# 4
Here is C44H105ClLi4N7O20 as an isolated structure from OMol25. Energies are from ωB97M-V/def2-TZVPD.

Geometry as XYZ:
```
181
C44H105ClLi4N7O20 ωB97M-V/def2-TZVPD
O -3.605 27.601 -5.007
H -2.868 30.177 -4.767
C -3.553 36.434 3.057
H -3.543 34.316 1.224
H -1.328 39.412 5.230
H -1.902 39.226 -3.485
H -8.072 35.058 6.730
H 2.180 37.916 -3.992
O 1.597 34.047 2.862
H 4.793 36.299 -2.603
C -2.598 29.549 -3.918
H 0.438 42.311 2.199
H -0.244 31.637 2.473
H -6.473 33.599 3.748
H -7.743 33.577 4.961
H -3.566 39.139 -1.286
H -0.175 41.596 -0.256
H 5.457 33.035 -1.451
C 2.580 33.287 3.604
H 5.580 33.580 0.773
H 1.483 41.799 -0.654
H -2.237 33.602 3.325
H -1.854 32.165 4.255
H -2.005 29.781 -2.036
H 3.794 36.145 4.270
H 5.741 38.354 -3.311
H 0.254 42.032 4.869
H -5.128 31.388 1.284
H 4.777 39.746 0.943
H -1.546 40.864 6.184
H -0.731 32.961 1.386
C 4.550 40.649 -1.532
H 3.520 36.656 1.352
C 1.855 37.833 -2.955
H 2.973 34.566 -2.905
H 2.438 35.458 -4.254
H 0.059 38.218 -1.798
C -0.973 31.955 1.728
C -6.666 33.661 4.820
H 2.242 32.288 3.880
C 2.012 37.400 6.014
Cl -2.123 39.605 1.788
Li 2.156 34.318 0.887
C 1.978 41.238 3.348
H 2.879 40.712 3.033
H 2.477 36.545 -1.505
O -0.317 33.506 -1.951
H 0.327 41.527 7.848
H 0.562 35.241 4.240
C -2.928 36.621 4.423
H -1.654 29.073 -4.185
H 4.905 38.250 3.318
C -3.388 31.760 -0.922
H -2.581 32.480 -1.055
H -4.605 37.838 -1.842
H 1.652 41.109 6.760
H -4.890 38.625 -0.279
C -7.005 35.264 6.638
O 3.017 37.842 5.051
C 4.330 36.047 -3.557
C 3.639 31.568 -2.828
H -1.313 40.146 -2.099
H -4.053 31.845 -2.963
Li -1.526 37.408 0.952
H -6.116 31.586 5.319
H -2.065 35.134 2.572
O -4.492 32.464 -0.412
C -5.426 31.828 0.333
H -0.041 33.597 4.033
O -0.034 36.280 0.122
H -0.711 41.255 3.818
C 0.475 32.755 -1.338
H -4.269 25.819 -5.809
O 4.410 37.163 -4.451
H 4.478 31.896 -3.442
N -2.537 35.906 2.123
H -5.987 32.750 6.561
C -2.224 35.330 6.275
C -4.122 38.260 -0.961
Li 0.463 35.331 -1.465
H -1.221 40.961 -3.681
H 6.489 37.120 -4.387
C -0.795 40.232 5.711
H 1.606 39.773 4.693
H -6.793 36.290 6.941
C -4.301 26.403 -4.889
H -2.559 36.108 6.961
H 1.356 40.326 8.325
H 4.929 41.425 -0.867
H -0.942 31.313 0.847
H 2.032 38.066 6.877
N -2.395 30.414 -2.720
H 2.722 33.827 4.540
H 3.380 38.966 0.185
H 2.095 36.365 6.347
H -4.312 31.283 3.751
H 2.388 42.069 3.922
C 4.469 38.986 0.225
C 3.198 37.002 3.958
H 3.494 31.824 1.440
H -4.170 33.756 5.211
H -4.572 28.740 -3.456
N -4.350 32.765 5.278
H 3.876 33.635 -1.139
C 0.790 41.092 -0.198
H -6.505 34.599 7.342
C 3.999 37.839 2.872
H -3.041 31.062 -0.160
H -2.157 34.929 0.343
N 1.099 40.314 4.006
H -4.132 35.504 -0.872
H -5.841 31.032 -0.287
C -5.762 32.600 5.505
H -4.424 30.380 -2.163
H 5.879 38.631 -4.991
H 3.509 40.890 -1.743
C -3.627 31.114 -2.276
C 0.395 38.298 -2.832
C 4.530 32.787 -0.935
C 4.877 32.768 0.586
H -1.887 36.940 4.387
H -1.135 35.318 6.317
N 4.382 36.960 1.782
C -2.516 32.560 3.485
C 0.884 40.697 7.415
O 1.981 36.234 0.502
H 5.183 36.990 -0.151
C -3.920 36.129 -0.004
H -3.919 37.360 2.615
H 2.793 32.164 -3.172
O 3.918 31.598 -1.414
H -4.895 36.345 0.431
H 4.716 32.636 3.179
O -2.968 35.367 5.085
C -3.027 35.229 0.928
C -1.199 39.997 -3.172
O -2.304 31.886 2.254
O -6.422 34.986 5.354
O 0.588 31.604 -1.731
O 0.609 37.690 1.473
H 1.027 37.562 5.578
C 5.679 37.839 -4.270
O 0.024 39.788 6.783
C -4.041 32.328 3.901
H 3.319 38.584 2.457
N 3.696 32.813 1.432
C -3.594 28.381 -3.775
Li 0.255 39.463 2.246
H -6.224 32.528 0.577
O -3.219 37.290 -0.331
H -0.344 34.780 2.806
H -3.452 37.447 4.904
H -4.077 25.723 -4.067
H 2.575 38.504 -2.487
O 1.218 40.708 1.110
C 5.048 37.649 0.707
O 4.932 39.385 -1.122
C 0.915 36.761 0.733
O 1.234 33.166 -0.463
H 6.033 37.828 1.137
O 0.093 39.540 -3.399
H -5.346 26.673 -4.740
H 3.426 30.569 -3.210
H 4.316 34.304 2.673
H -0.151 37.617 -3.485
H -2.427 34.416 6.834
H 5.007 35.354 -4.056
C 3.933 33.291 2.797
H -4.448 35.817 3.135
H 5.392 31.818 0.735
C -0.028 41.007 4.630
H 2.081 42.516 1.617
H 0.877 40.331 -0.974
H -3.190 27.633 -3.093
C 2.876 35.591 -3.265
H -4.612 32.851 3.134
C 0.412 34.442 3.514
H 5.063 40.790 -2.484
H 2.295 36.695 3.431
C 1.378 41.788 2.023
N 2.004 36.464 -2.394
```

Calculated values
2S+1   1
Net charge   -1
Orbital gap   3.9 eV

# 5
Here is C37H77Cl20N3O7P5 as an isolated structure from OMol25. Energies are from ωB97M-V/def2-TZVPD.

Geometry as XYZ:
```
149
C37H77Cl20N3O7P5 ωB97M-V/def2-TZVPD
H -0.591 -2.635 0.754
O -0.386 3.676 0.672
H -5.572 6.716 -3.525
O 1.940 -0.532 -3.587
Cl 5.794 1.691 -0.714
H 8.054 2.211 -0.350
C 1.520 -9.277 -1.298
H 0.556 -1.055 1.922
C 4.112 -0.660 3.870
H 3.160 -0.393 -0.557
P 0.292 2.526 1.513
H 0.577 0.358 2.882
H 0.008 2.297 3.599
Cl -0.272 -4.350 -0.872
H 1.770 -1.605 0.231
Cl -4.163 5.253 -4.709
Cl -3.527 -1.791 -4.476
H -3.231 2.035 2.680
H 1.464 -9.863 -0.385
Cl 2.012 -7.108 0.290
C 2.427 -0.075 2.163
H -2.929 1.409 4.290
C -3.326 9.219 -0.945
C 0.319 -0.753 -1.218
H 1.741 -2.945 1.797
H 3.975 0.714 8.257
Cl 2.298 1.270 6.693
H -5.294 1.329 3.859
H 2.071 -0.373 4.235
N -1.893 -0.670 0.100
C -2.759 -1.697 2.646
H 2.844 1.649 0.400
H 2.893 0.888 2.343
C 3.585 1.653 7.875
H 2.022 -0.773 -4.523
H 7.552 -4.161 1.666
C -5.317 -1.765 -4.496
Cl -1.977 2.504 -9.142
C -5.892 -2.718 -3.482
Cl 3.179 -9.407 -1.934
H -0.878 -2.172 -4.081
H -3.212 -7.255 2.129
C 0.183 0.779 0.829
H 3.113 2.191 8.694
H -3.872 8.337 -1.273
C -5.351 5.653 -3.445
H 4.782 -1.132 3.157
Cl 4.772 -2.958 -0.448
H -3.072 -1.895 3.670
C -2.971 -5.368 3.092
Cl -5.595 -4.418 -3.924
H 2.408 -1.918 3.348
C 1.113 -7.847 -1.060
H -3.521 0.525 -1.466
H 6.564 -5.043 0.498
H -0.396 0.941 -8.401
H -5.506 5.700 -1.308
N -0.047 -2.304 -3.521
C 7.676 0.507 0.879
H -5.640 -1.997 -5.506
H -1.762 1.512 -2.374
C -2.223 8.855 0.013
C -1.009 1.684 -7.894
C -0.474 4.594 -2.283
H -2.814 -4.764 2.200
H 6.160 -2.091 1.227
Cl -4.630 3.581 -1.847
C -1.144 2.205 -1.816
H 7.068 2.567 1.070
C 7.263 1.832 0.294
O -4.323 -1.504 -0.538
H -1.765 2.587 -1.014
Cl -2.755 2.185 -5.849
H -1.249 0.413 -6.198
H -5.472 -2.547 -2.493
H 4.335 0.404 3.829
H 0.837 2.653 -1.181
H -2.605 0.350 -7.326
H -0.468 3.042 -3.706
Cl -2.713 10.052 -2.393
O -0.418 0.186 -3.894
H -4.027 -5.329 3.355
Cl -0.893 -6.910 2.233
Cl -2.067 -4.615 4.437
C -1.366 0.432 0.974
C 0.916 -0.027 1.932
H 5.367 2.816 8.049
C 2.666 -0.869 3.467
P 0.492 -0.915 -3.126
C 0.277 1.784 -1.530
H -2.651 8.465 0.936
C 0.253 -3.027 0.197
H 4.270 3.385 6.790
H -4.053 0.456 0.718
H -5.624 -0.747 -4.260
H -1.333 -0.124 -3.904
H 1.274 -7.233 -1.943
Cl 2.281 -2.762 -1.580
P 2.558 0.860 -0.714
H -1.919 1.362 0.797
H 0.723 6.292 -1.419
H -4.691 -0.293 4.107
C -4.817 5.345 -2.073
C -2.555 -6.796 2.865
O -0.555 2.565 2.859
Cl 5.386 -4.556 2.483
C -1.873 1.006 -6.863
C -1.189 -1.022 -1.157
C -3.249 1.132 3.289
H 0.729 1.661 -2.508
H -3.846 5.807 -1.903
H -2.066 -2.485 2.376
H 0.859 -9.724 -2.038
C 1.172 -3.688 1.238
H -1.695 -0.517 -1.983
H 7.082 -2.656 -0.178
C 6.275 -2.903 0.511
C 0.091 5.528 -1.792
H 8.638 0.603 1.378
H -2.059 3.562 -3.166
H 0.057 -7.803 -0.796
H -5.108 0.260 2.490
H 0.548 -4.243 1.932
H -0.354 2.423 -7.438
C 6.571 -4.209 1.196
H -6.971 -2.582 -3.432
H -1.373 -2.059 -1.414
H 4.323 -0.971 4.888
H -6.261 5.097 -3.653
C 1.078 -1.935 -0.533
O 2.981 1.528 -1.948
H 3.030 -0.588 1.408
O 1.684 2.886 1.813
Cl 5.621 1.598 6.061
H -1.607 9.717 0.257
P -3.496 -0.299 -0.324
C -4.655 0.557 3.433
P -1.934 -0.075 2.747
H -2.606 -7.377 3.782
H -1.346 3.730 0.777
H -4.025 9.897 -0.458
Cl 6.504 -0.058 2.099
C -1.036 3.376 -2.839
N 0.676 0.624 -0.623
C 4.675 2.499 7.272
H -3.656 -1.736 2.031
H 7.762 -0.258 0.111
Cl -1.154 7.580 -0.649
H 1.865 -4.358 0.744
```

Calculated values
2S+1   1
Net charge   +1
Orbital gap   8.6 eV

# 6
Here is a 2-piece molecular cluster, C3H11N3O overall from OMol25. Energies are from ωB97M-V/def2-TZVPD.

Geometry as XYZ:
```
18
C3H11N3O ωB97M-V/def2-TZVPD
H -0.949 -1.359 -0.541
H -1.404 1.549 -1.709
H -1.085 -0.552 1.547
C -0.688 1.271 -0.957
C 1.593 0.422 -0.679
H 2.529 0.717 1.075
N 0.457 0.722 -1.343
H 1.279 -0.325 1.202
H 2.212 -0.329 -1.168
O -0.590 -1.386 1.507
H 0.498 0.490 -2.328
C -0.945 -2.044 0.314
H -0.120 1.446 0.924
H -1.937 -2.509 0.402
H -1.277 2.574 0.485
N -0.968 1.609 0.377
H -0.204 -2.826 0.143
N 1.601 0.531 0.746
```

Calculated values
2S+1   1
Net charge   0
Orbital gap   6.8 eV
ΔE to the lowest compared entry with this formula, charge and spin   3.431 eV